# 1
Entry from the OMol25 dataset: C3H2CuO2 as an isolated structure (the ωB97M-V functional and the def2-TZVPD basis).

Computed properties:
- F_max (eV/A) = 1.18
- E_tot (Eh) = -1906.28372
- orbital gap (alpha / beta) (eV) = 5.694 / 7.055
- HOMO energy (alpha / beta) (eV) = -1.666 / -4.709

Geometry as ORCA input:
```
! wB97M-V def2-TZVPD RIJCOSX def2/J DEFGRID3
* xyz -1 3
H 3.27380 0.20562 1.37418
Cu 2.86608 0.03834 -0.27831
O 0.02204 -1.03447 -0.23855
O 0.06244 1.07939 -0.29490
C -1.29543 -0.57086 -0.08340
C -1.34913 0.77576 -0.15535
C 0.80932 0.00710 -0.31595
H -2.04844 -1.34913 -0.00778
*
```

# 2
Entry from the OMol25 dataset: C33H62BEuN6O2S as an isolated structure (the ωB97M-V functional and the def2-TZVPD basis).

Computed properties:
- ΔE to the lowest compared entry with this formula, charge and spin (eV) = 0.690
- F_max (eV/A) = 2.92
- E_tot (Eh) = -2906.93254
- orbital gap (alpha / beta) (eV) = 8.519 / 9.195
- HOMO energy (alpha / beta) (eV) = -10.333 / -11.007

Geometry as ORCA input:
```
! wB97M-V def2-TZVPD RIJCOSX def2/J DEFGRID3
* xyz 1 8
Eu 11.10585 10.52515 11.71474
C 12.34268 13.25788 15.69711
C 12.98682 12.61829 14.42047
C 14.53671 12.45939 14.49988
C 12.62412 13.41309 13.20743
C 13.29541 14.50928 12.64699
C 12.61512 14.75772 11.45850
C 12.91634 15.70336 10.30423
C 13.65548 16.94849 10.77008
C 13.75457 15.04072 9.21729
N 11.60075 13.88801 11.39197
N 11.61237 13.01447 12.43489
B 10.57737 13.68917 10.25528
N 11.20866 12.70770 9.23474
N 11.92655 11.61975 9.65775
C 12.47329 11.04970 8.56537
C 12.11962 11.75277 7.42883
C 11.33532 12.77143 7.89471
C 10.60390 13.78721 7.03186
C 11.14680 15.23165 7.02769
C 9.09466 13.70817 7.29161
C 13.56211 10.02373 8.67522
C 14.93799 10.80198 8.42807
C 13.71676 9.33719 10.02034
N 9.24513 13.16281 10.83694
N 8.97447 11.83785 11.07787
C 7.72739 11.77531 11.57036
C 7.18266 13.04331 11.64339
C 8.17646 13.90357 11.19770
C 8.22644 15.39440 11.08486
C 7.91518 15.96197 9.62735
C 7.25777 16.08048 12.08146
C 7.06204 10.40348 11.75512
C 6.59711 10.23712 13.21900
C 5.99274 10.21164 10.67662
H 12.36091 12.51852 16.52190
H 11.31819 13.56220 15.45434
H 12.93903 14.18472 15.90322
H 12.49780 11.62375 14.24163
H 15.20133 13.32370 14.36825
H 14.87364 11.71844 13.72497
H 14.82641 12.06438 15.47404
H 14.19635 15.00149 13.00937
H 11.96884 15.95539 9.85089
H 14.68401 16.77728 11.03825
H 13.11538 17.38468 11.61201
H 13.65168 17.70294 10.01482
H 14.66814 14.63820 9.66385
H 14.11503 15.83631 8.54699
H 13.21392 14.26516 8.65715
H 10.35860 14.75311 9.72071
H 12.27989 11.46016 6.42230
H 10.83130 13.42848 6.02247
H 10.94597 15.73419 7.94830
H 10.75467 15.75976 6.21614
H 12.21432 15.18949 6.84704
H 8.89521 13.80057 8.36013
H 8.75112 12.66880 7.06642
H 8.62942 14.52999 6.75403
H 13.43299 9.22588 7.85373
H 15.02050 11.54218 9.21266
H 14.91074 11.30266 7.52067
H 15.70924 10.08621 8.43690
H 13.97208 10.05640 10.79146
H 14.49825 8.54793 9.99892
H 12.87356 8.70659 10.29946
H 6.22210 13.36086 11.76450
H 9.23350 15.72323 11.33397
H 6.94477 15.54028 9.23550
H 8.71652 15.75876 8.92064
H 7.76720 17.05967 9.72487
H 6.25012 15.59392 12.19782
H 7.02091 17.10327 11.76045
H 7.72330 16.06362 13.04755
H 7.83443 9.61600 11.59856
H 5.74804 10.81540 13.43778
H 7.43342 10.56354 13.86723
H 6.42806 9.17860 13.38242
H 5.35551 11.10198 10.59810
H 5.37097 9.35441 10.78202
H 6.44722 10.17490 9.67670
C 9.41725 9.92630 8.57565
O 10.00595 9.09846 9.55956
C 9.24058 7.94566 9.70531
C 9.99774 7.13271 10.77517
O 10.01498 7.87255 12.00568
C 9.21200 7.23138 13.00209
H 9.39872 9.42616 7.63589
H 9.98736 10.84355 8.48853
H 8.38453 10.10401 8.87813
H 9.22372 7.44206 8.74684
H 8.20735 8.16160 10.02760
H 11.01296 6.95636 10.48234
H 9.47768 6.14660 10.99802
H 9.50116 6.17678 13.27430
H 8.14706 7.35154 12.77845
H 9.42585 7.71217 13.94211
C 14.02525 9.14940 14.71016
S 12.53760 8.66414 13.83540
C 13.17989 7.37423 12.70773
H 14.26632 8.38852 15.42756
H 13.82415 10.08585 15.17163
H 14.86532 9.27839 14.00965
H 13.92734 7.81718 12.02218
H 12.35800 7.00697 12.06460
H 13.62549 6.52835 13.25385
*
```

# 3
Entry from the OMol25 dataset: C48H42O5P2PdS as an isolated structure (the ωB97M-V functional and the def2-TZVPD basis).

Computed properties:
- ΔE to the lowest compared entry with this formula, charge and spin (eV) = 0.000
- F_max (eV/A) = 0.41
- E_tot (Eh) = -3439.36506
- orbital gap (alpha / beta) (eV) = 7.763 / 6.666
- HOMO energy (alpha / beta) (eV) = -7.405 / -8.327

Geometry as ORCA input:
```
! wB97M-V def2-TZVPD RIJCOSX def2/J DEFGRID3
* xyz 0 3
Pd 0.03474 0.06972 0.04489
C -2.45358 -1.99714 1.74830
C -2.45733 -0.50781 2.14321
P -2.17186 0.57890 0.71104
C -3.61608 0.31342 -0.34328
C -4.88803 0.63575 0.13576
C -6.00711 0.36644 -0.63202
C -5.86560 -0.22187 -1.88436
C -4.60552 -0.52811 -2.37098
C -3.48093 -0.25524 -1.60184
C -2.35183 2.27831 1.29254
C -1.96709 2.64025 2.58087
C -2.04561 3.96417 2.98778
C -2.49557 4.93537 2.10631
C -2.86598 4.58119 0.81594
C -2.79411 3.26010 0.40771
C -1.08468 -2.68823 1.77645
P 0.00496 -2.23727 0.37552
C 1.57376 -3.10281 0.64416
C 2.29739 -3.53176 -0.46775
C 3.52789 -4.14496 -0.30245
C 4.05015 -4.32869 0.97049
C 3.34320 -3.88753 2.07921
C 2.11177 -3.26999 1.91861
C -0.68949 -3.13476 -1.04659
C -0.92330 -4.51100 -0.97283
C -1.45284 -5.19083 -2.05453
C -1.74315 -4.50436 -3.23044
C -1.48621 -3.14762 -3.32097
C -0.95788 -2.46412 -2.23087
H -2.90098 -2.13761 0.75791
H -3.11263 -2.52314 2.44070
H -1.63668 -0.30085 2.83075
H -3.39337 -0.24581 2.64067
H -4.99923 1.10483 1.10686
H -6.99075 0.61779 -0.25731
H -6.74309 -0.43080 -2.48272
H -4.48959 -0.97204 -3.35099
H -2.49481 -0.46187 -1.98998
H -1.60508 1.90013 3.27956
H -1.75106 4.22868 3.99519
H -2.55668 5.96895 2.42170
H -3.20490 5.33817 0.12104
H -3.06862 2.99678 -0.60621
H -1.21990 -3.77143 1.72920
H -0.55475 -2.46185 2.70309
H 1.91344 -3.37716 -1.46953
H 4.08166 -4.47408 -1.17190
H 5.01244 -4.80736 1.09850
H 3.75180 -4.01463 3.07309
H 1.58524 -2.90663 2.79008
H -0.67451 -5.06026 -0.07182
H -1.63025 -6.25626 -1.98731
H -2.15606 -5.03653 -4.07788
H -1.68288 -2.61290 -4.24168
H -0.71664 -1.41049 -2.32991
O 2.58722 0.89183 -0.78296
C 2.07868 1.08704 -2.10239
C 0.56939 1.43275 -1.89062
O -0.31682 0.92024 -2.59282
O 0.35771 2.16602 -0.86651
C 2.38995 -0.21228 -2.84695
C 3.58174 -0.86288 -2.52146
C 3.97305 -2.01101 -3.19000
C 3.17901 -2.53923 -4.19858
C 1.99711 -1.89700 -4.53200
C 1.60760 -0.73792 -3.87140
C 2.75124 2.25863 -2.80791
C 2.24627 2.69717 -4.02872
C 2.83877 3.75990 -4.68894
C 3.94569 4.39371 -4.13699
C 4.45284 3.95455 -2.92537
C 3.85763 2.88896 -2.26002
H 2.28058 1.65888 -0.26776
H 4.19980 -0.46893 -1.72733
H 4.90330 -2.49515 -2.91918
H 3.48348 -3.43494 -4.72533
H 1.36664 -2.29300 -5.31891
H 0.68550 -0.24605 -4.13989
H 1.38173 2.20556 -4.45997
H 2.43670 4.09721 -5.63570
H 4.40753 5.22645 -4.65148
H 5.31727 4.44065 -2.49100
H 4.26188 2.53893 -1.31970
O -0.00988 4.38578 7.30107
C -0.22743 3.05507 7.19778
O -0.72514 2.46253 8.11321
C 0.16622 2.39111 5.91423
C -0.21476 1.06168 5.74709
C 0.12055 0.37829 4.59333
C 0.83573 0.99765 3.56461
S 1.35183 0.14160 2.11548
C 1.22414 2.32799 3.74529
C 0.89887 3.01083 4.90425
H 0.35791 4.73142 6.47976
H -0.76468 0.57689 6.54198
H -0.15911 -0.66469 4.50010
H 1.77851 2.82443 2.96070
H 1.24352 4.03617 4.98998
*
```

# 4
Entry from the OMol25 dataset: one molecule with the formula C5H12O2 (the ωB97M-V functional and the def2-TZVPD basis).

Computed properties:
- ΔE to the lowest compared entry with this formula, charge and spin (eV) = 1.097
- SMILES = CO[C@@H](C)CCO
- F_max (eV/A) = 0.43
- E_tot (Eh) = -348.16449
- orbital gap (eV) = 10.861
- HOMO energy (eV) = -9.887

Geometry as ORCA input:
```
! wB97M-V def2-TZVPD RIJCOSX def2/J DEFGRID3
* xyz 0 1
C -1.05633 2.02153 0.29567
O -0.80203 0.72152 -0.19653
C 0.29455 0.03531 0.40702
C 0.11967 -0.13753 1.91213
C 0.41007 -1.31263 -0.29861
C 0.73515 -1.22059 -1.78784
O -0.33164 -0.72537 -2.56219
H -0.18084 2.44413 0.80527
H -1.90157 2.01710 0.99623
H -1.30649 2.66679 -0.55169
H 1.21133 0.62276 0.21707
H -0.80879 -0.67685 2.12823
H 0.09585 0.82244 2.43810
H 0.95834 -0.71427 2.31728
H -0.53614 -1.85456 -0.17216
H 1.19349 -1.89357 0.20465
H 1.64703 -0.61031 -1.92021
H 0.96370 -2.22179 -2.17087
H -0.70535 0.01587 -2.06154
*
```

Among the records above, which one has the lowest F_max? C48H42O5P2PdS

Which of these has the highest E_tot? C5H12O2

Which of these has the lowest E_tot? C48H42O5P2PdS

Look up the F_max of the third one. 0.41 eV/A